(1)
{"formula": "C17H22N4O3S", "method": "ωB97M-V/def2-TZVPD", "orbital_gap_ev": 8.415, "total_energy_ha": -1503.371512, "de_lowest_kj_mol": 1683.1, "symbols": ["S", "O", "O", "O", "N", "N", "N", "N", "C", "C", "C", "C", "C", "C", "C", "C", "C", "C", "C", "C", "C", "C", "C", "C", "C", "H", "H", "H", "H", "H", "H", "H", "H", "H", "H", "H", "H", "H", "H", "H", "H", "H", "H", "H", "H", "H", "H"], "coordinates": [[-1.938, -2.862, -0.716], [6.761, 0.879, -0.338], [-5.048, -1.417, 0.386], [-3.412, 3.091, 0.422], [0.606, -0.869, 1.231], [-0.592, -1.181, 1.233], [0.531, -1.794, -0.442], [-3.284, -0.351, 1.135], [7.505, 0.973, 0.879], [-4.372, 3.219, -0.757], [2.595, -0.639, 0.289], [3.173, -0.292, -1.074], [-4.362, 1.864, -1.542], [1.215, -0.870, 0.196], [-3.703, 0.850, 1.316], [-3.900, -1.419, 0.796], [-3.052, 1.384, -1.129], [1.035, -2.559, -1.738], [4.557, 0.050, -1.381], [-3.203, -2.734, 0.907], [4.730, 0.113, 1.063], [3.454, -0.323, 1.135], [5.385, 0.337, -0.118], [-0.613, -1.929, -0.073], [-3.021, 1.674, 0.495], [0.440, -3.298, -1.763], [7.150, 1.627, 1.519], [-4.782, 0.943, 0.943], [-4.182, 4.168, -0.844], [-5.237, 1.279, -1.364], [-2.664, -2.889, 1.914], [-3.104, 0.234, -1.167], [-5.496, 3.435, -0.010], [2.576, -0.408, -1.991], [0.849, -1.668, -2.716], [2.037, -2.630, -1.692], [-3.845, -3.717, 0.596], [4.855, 0.533, -2.260], [5.405, 0.156, 2.049], [8.557, 1.299, 0.377], [-4.267, 2.486, -2.529], [2.986, -0.359, 2.241], [-1.871, 1.676, 0.812], [-3.755, 1.081, 2.325], [7.766, -0.026, 1.330], [-2.228, -0.725, 1.821], [-2.233, 1.607, -1.769]], "forces_ev_per_a": [[-0.8, 0.5, 2.1], [-4.1, -1.9, 1.4], [-1.2, -0.2, -0.7], [-0.4, -2.1, -0.4], [-1.6, 7.0, 11.0], [-3.5, -4.2, -2.8], [6.4, -3.5, -11.9], [8.9, -7.7, 4.1], [5.3, -3.5, -5.2], [-4.3, -4.6, 8.3], [0.2, 0.7, -12.2], [2.6, -0.7, -1.2], [0.6, 6.3, -2.3], [4.2, -1.7, -0.8], [-8.3, 2.5, 0.9], [-2.9, -2.0, -1.0], [-0.4, -5.6, 3.0], [-0.8, 10.8, -0.9], [-2.0, 0.7, 6.1], [1.3, -3.3, -1.2], [5.6, 0.7, 1.8], [0.1, 0.5, 10.9], [0.2, 0.2, -3.8], [-7.9, 0.3, 5.9], [7.5, 7.3, -6.0], [-3.7, -5.8, -0.9], [-1.7, 3.3, 3.2], [0.7, -0.4, 0.7], [1.1, 5.1, -3.1], [-0.3, -0.3, -0.2], [-0.4, 0.1, -1.9], [0.3, 1.3, -0.3], [2.5, -1.0, -2.6], [-0.1, 0.2, 0.6], [0.3, -3.1, 2.8], [3.3, -0.9, 0.4], [1.2, 2.9, 1.1], [0.4, 0.0, -1.5], [-1.9, 0.2, -2.2], [-2.2, -0.3, 1.8], [-0.7, -2.5, 0.6], [1.4, -0.1, -2.1], [-2.0, 0.1, -0.6], [0.1, 1.2, 2.0], [-0.7, 0.8, -0.3], [-2.9, 1.7, -3.0], [0.8, 1.0, 0.2]], "lowdin_charge": [0.940, -0.134, 0.040, -0.168, 0.017, 0.060, -0.050, 0.009, -0.116, -0.121, -0.177, 0.018, -0.172, -0.341, -0.298, -0.683, -0.125, 0.105, 0.054, -0.202, -0.065, -0.140, -0.157, -0.612, -0.309, -0.035, 0.020, 0.180, 0.029, 0.105, 0.106, 0.118, 0.179, 0.081, 0.198, 0.031, 0.127, 0.075, 0.157, 0.144, 0.150, 0.174, 0.182, 0.141, 0.105, 0.258, 0.103]}

(2)
{"formula": "C17H22N6O5S", "method": "ωB97M-V/def2-TZVPD", "orbital_gap_ev": 8.630, "total_energy_ha": -1763.968617, "de_lowest_kj_mol": 0.0, "smiles": "S=c1[nH]nc([C@@H]2COc3ccccc3O2)[nH]1.CNC(=O)[C@H](CC(N)=O)NC(C)=O", "symbols": ["S", "O", "O", "O", "O", "O", "N", "N", "N", "N", "N", "N", "C", "C", "C", "C", "C", "C", "C", "C", "C", "C", "C", "C", "C", "C", "C", "C", "C", "H", "H", "H", "H", "H", "H", "H", "H", "H", "H", "H", "H", "H", "H", "H", "H", "H", "H", "H", "H", "H", "H"], "coordinates": [[4.094, -1.540, 3.744], [0.424, -2.836, -0.170], [0.608, -2.092, -2.941], [-1.826, 4.043, -1.361], [1.742, 1.511, 2.368], [-2.798, 0.356, 1.385], [-0.659, 2.719, -0.039], [1.643, 3.578, 1.650], [3.800, -1.337, -0.073], [2.443, -1.820, 1.619], [-2.150, -0.554, -0.486], [4.368, -0.942, 1.111], [-2.742, 3.770, 0.806], [-0.571, -3.136, -1.075], [-0.458, 0.484, 0.935], [-2.673, -3.730, -2.855], [1.533, -1.569, -1.972], [-0.302, 1.998, 1.193], [-0.477, -2.768, -2.437], [-1.711, 3.503, -0.273], [-1.523, -3.078, -3.314], [1.702, -2.502, -0.762], [1.068, 4.820, 1.129], [-1.729, -3.784, -0.624], [-1.887, 0.087, 0.626], [2.639, -1.871, 0.248], [-2.777, -4.080, -1.506], [1.093, 2.362, 1.775], [3.597, -1.347, 2.173], [1.196, -0.584, -1.644], [-2.264, 4.208, 1.679], [2.505, -1.430, -2.455], [-3.108, -0.812, -0.631], [5.376, -0.858, 1.237], [0.197, 0.187, 0.124], [-3.236, 2.840, 1.079], [2.566, 3.640, 2.052], [-3.481, -3.962, -3.544], [-3.669, -4.583, -1.142], [1.025, 4.794, 0.039], [0.065, 4.972, 1.529], [-0.165, -0.072, 1.825], [-1.436, -2.799, -4.360], [2.173, -3.425, -1.114], [-3.484, 4.464, 0.415], [-1.414, -0.863, -1.095], [-1.812, -4.051, 0.425], [1.690, 5.666, 1.429], [1.841, -2.469, 2.112], [-1.008, 2.258, 1.982], [-0.027, 2.636, -0.819]], "forces_ev_per_a": [[-0.2, 0.4, -0.1], [0.8, 0.5, 0.1], [0.5, -0.1, 0.4], [0.0, 0.0, -0.3], [-0.5, -0.5, -0.1], [-0.4, 0.6, 1.0], [1.3, -1.1, 1.4], [-0.2, 1.4, -0.4], [-1.2, -0.5, -0.4], [0.0, -0.4, -1.1], [0.5, -0.6, -1.6], [-1.1, -0.6, 0.8], [0.2, -0.3, -0.2], [-0.4, -0.2, -0.8], [0.4, 0.1, 0.3], [0.5, 0.2, 0.2], [-0.3, -0.2, 0.0], [-0.3, 0.1, -0.5], [-0.2, -0.1, 0.5], [-1.3, 1.4, -0.5], [-0.2, -0.1, 0.3], [-0.3, 0.1, -0.5], [-0.1, -0.4, -0.2], [0.0, 0.0, -0.4], [0.0, 1.1, 1.4], [1.1, 0.7, 0.2], [0.5, 0.3, 0.0], [0.4, -1.2, 0.1], [1.1, -0.5, 0.8], [-0.1, 0.0, 0.1], [-0.1, 0.0, 0.2], [-0.3, -0.1, 0.0], [0.0, -0.2, -0.2], [-0.5, 0.1, -0.4], [0.3, 0.0, -0.1], [0.0, -0.1, 0.3], [-0.1, -0.2, 0.1], [0.2, 0.1, 0.1], [0.2, 0.1, 0.0], [-0.1, 0.2, 0.1], [0.1, 0.1, -0.1], [0.1, 0.0, 0.0], [0.1, 0.0, 0.2], [-0.1, -0.1, 0.0], [0.2, -0.1, -0.1], [-0.3, -0.1, -0.2], [0.1, 0.1, -0.1], [0.0, -0.2, 0.1], [0.0, 0.5, 0.1], [-0.2, 0.1, -0.1], [0.0, 0.0, -0.1]], "lowdin_charge": [0.559, -0.003, -0.016, 0.035, 0.042, 0.046, 0.102, 0.035, 0.118, 0.136, 0.218, 0.016, 0.014, -0.225, -0.045, -0.083, -0.093, -0.173, -0.219, -0.561, 0.001, -0.182, -0.057, -0.008, -0.564, -0.241, -0.086, -0.437, -0.896, 0.121, 0.074, 0.139, 0.130, 0.150, 0.094, 0.073, 0.143, 0.105, 0.104, 0.081, 0.078, 0.130, 0.122, 0.171, 0.089, 0.086, 0.123, 0.088, 0.159, 0.152, 0.156]}

(3)
{"formula": "C17H22N6STl", "method": "ωB97M-V/def2-TZVPD", "orbital_gap_ev": 7.115, "total_charge": 1, "total_energy_ha": -1559.990039, "de_lowest_kj_mol": 11.2, "symbols": ["Tl", "S", "N", "N", "N", "N", "N", "N", "C", "C", "C", "C", "C", "C", "C", "C", "C", "C", "C", "C", "C", "C", "C", "C", "C", "H", "H", "H", "H", "H", "H", "H", "H", "H", "H", "H", "H", "H", "H", "H", "H", "H", "H", "H", "H", "H", "H"], "coordinates": [[-0.107, 1.357, 0.751], [-2.317, -0.939, 2.047], [-0.991, 3.213, -2.434], [-0.418, -3.152, 2.435], [1.670, -0.819, 0.615], [-0.720, -0.971, 1.684], [0.302, 1.290, -1.960], [0.964, 2.667, -3.716], [-1.477, -4.051, 4.447], [1.405, -1.936, 1.308], [0.468, 3.182, -4.920], [0.026, 2.339, -2.680], [-0.917, 4.612, -2.811], [2.305, -2.961, 1.545], [-1.401, -3.093, 3.448], [-2.362, -2.051, 3.441], [3.597, -2.850, 1.018], [-3.331, -2.027, 4.393], [2.244, 2.011, -3.736], [2.877, -0.768, 0.064], [0.064, -1.984, 1.863], [3.861, -1.752, 0.242], [-2.456, -3.948, 5.450], [-3.443, -2.942, 5.404], [-2.152, 2.799, -1.721], [1.982, -3.786, 2.206], [-0.747, -4.849, 4.516], [2.966, 2.665, -4.230], [-2.422, -4.610, 6.320], [0.252, -3.855, 2.597], [2.254, 1.050, -4.346], [-3.054, 3.147, -2.228], [-2.239, 3.099, -0.645], [0.572, 2.496, -5.766], [0.805, 0.563, -2.488], [3.079, 0.124, -0.512], [4.317, -3.642, 1.104], [-0.572, 3.374, -4.808], [4.770, -1.685, -0.299], [0.935, 4.171, -5.209], [-4.076, -2.873, 6.244], [-1.488, 5.141, -1.995], [-2.227, 1.711, -1.690], [-1.525, 4.888, -3.732], [-3.972, -1.169, 4.418], [0.074, 4.951, -2.895], [2.621, 1.863, -2.736]], "forces_ev_per_a": [[0.3, 0.1, -0.3], [-1.3, -0.4, 0.8], [1.2, -0.4, -0.5], [-0.1, 1.0, -0.1], [0.9, -0.5, -0.3], [1.9, -0.3, -0.3], [-1.2, -0.5, 0.6], [-1.4, -0.4, 2.4], [-0.1, 0.3, 0.6], [0.5, 0.2, 0.3], [0.4, 1.6, -1.9], [2.6, -0.2, -1.1], [-3.2, 0.7, 0.5], [0.1, -0.1, 0.5], [-1.3, 0.5, 0.2], [1.4, -1.3, -1.1], [-1.0, -0.3, -0.1], [-0.9, 1.5, 0.4], [0.3, -0.5, -1.2], [0.1, 0.0, 0.3], [-2.7, 0.0, 0.2], [-0.8, 0.4, -0.3], [-0.4, 0.3, -0.1], [2.6, -1.8, 0.0], [-1.2, -0.8, 1.0], [0.7, 0.4, -0.7], [0.1, 0.0, -0.1], [-0.1, 0.1, -0.1], [0.0, 0.0, -0.5], [0.6, -0.8, 0.1], [-0.1, 0.8, 0.9], [0.0, 0.2, 0.0], [0.4, 0.3, -0.8], [0.2, -0.1, 0.0], [-0.1, 0.7, 0.4], [0.1, 0.0, -0.1], [0.2, -0.1, 0.3], [-0.8, 0.1, -0.2], [0.8, 0.2, -0.2], [-0.3, -1.0, 0.2], [-1.0, 0.3, 0.4], [1.0, -0.1, -0.7], [0.2, 0.0, -0.3], [0.9, -0.6, 0.8], [-0.5, 0.3, -0.2], [1.2, 0.4, -0.1], [-0.1, -0.3, 0.3]], "lowdin_charge": [0.861, 0.933, -0.164, 0.133, 0.048, -0.443, 0.010, -0.181, -0.015, -0.221, -0.100, -0.423, -0.050, 0.021, -0.229, -0.424, -0.023, -0.115, -0.077, -0.101, -0.334, -0.030, -0.051, -0.059, -0.113, 0.123, 0.114, 0.093, 0.113, 0.097, 0.115, 0.099, 0.070, 0.099, 0.056, 0.107, 0.118, 0.060, 0.105, 0.118, 0.099, 0.111, 0.078, 0.113, 0.109, 0.077, 0.071]}